Entry 1:
This record from OMol25 describes a 8-piece molecular cluster, C18H50N2O8S6 overall at a distorted geometry. The level of theory is ωB97M-V/def2-TZVPD.

The geometry in XYZ format:
```
84
Properties=species:S:1:pos:R:3:forces:R:3:lowdin_charge:R:1
C -0.6504 7.6357 1.4351 -0.626 -0.628 -0.308 -0.281
H 3.7861 0.0945 -2.0905 0.201 0.093 0.028 0.049
O 0.7403 5.0153 -6.0458 0.247 -0.452 -0.250 0.049
C 2.7953 1.2403 6.4117 0.354 0.395 0.104 -0.275
H -8.7720 1.1027 -6.0610 0.523 -0.227 0.352 0.045
H -8.8458 2.2917 -7.2576 0.405 0.141 -0.548 0.036
H 3.4375 -8.8810 3.0941 0.060 0.650 -0.026 0.070
C 3.6826 3.2494 -1.8300 0.702 0.696 -1.075 -0.265
C -0.9837 2.6976 -6.0758 -0.398 -0.027 -0.368 -0.076
H 2.6862 -7.0859 -1.2147 -0.086 -0.027 0.062 0.092
H -0.1252 -1.9218 1.4581 -0.293 -0.505 0.177 0.047
C -2.3941 -7.2835 4.2279 0.742 -0.540 0.710 -0.240
C 4.2073 -8.0209 1.1235 4.303 -1.271 2.764 -0.601
H -9.2045 4.3634 -3.7126 0.548 -0.485 0.066 0.052
C 4.4031 0.7178 -1.4433 1.466 0.594 -0.048 -0.258
C 2.9578 -6.6201 -0.2674 -0.412 1.854 -0.682 -0.082
H -0.8241 5.8438 3.6221 0.133 0.242 -0.324 0.040
S -7.7212 3.1768 -5.2954 0.898 -2.156 1.860 0.835
H 3.8450 4.2559 -2.2157 0.103 -0.110 -0.660 0.035
H -3.0923 -8.0346 4.5974 -0.244 0.090 -0.413 0.040
H 2.3992 -7.3396 1.5230 0.136 -0.754 0.065 0.148
H -2.8643 -6.3221 4.0209 0.037 0.053 0.690 0.042
H -1.0447 3.1128 -5.0698 0.817 0.129 -0.106 0.088
H -7.2502 1.4190 -7.0240 -0.062 0.340 0.283 0.049
C -9.3409 3.7574 -4.6083 0.061 -0.375 -1.243 -0.254
C 2.4218 3.7472 -7.2937 -0.014 0.490 -0.812 -0.008
H 2.8043 2.8164 -2.3087 -0.110 0.053 0.273 0.044
C 3.9755 2.5990 4.3142 1.024 -0.821 -0.104 -0.264
S -0.9032 8.3348 3.1205 0.111 0.274 0.591 0.821
O -0.4421 0.8593 1.2443 -0.504 -1.132 -1.557 -0.594
H -1.8261 3.1580 -6.5919 -0.365 -0.512 -0.082 0.083
H -3.2210 -0.6088 -0.3735 -0.423 -0.187 0.424 0.049
C -2.7766 0.2156 0.1841 0.056 0.070 -1.012 -0.287
H 4.5828 2.5824 3.4092 -0.072 -0.492 -0.146 0.042
H -1.7001 -1.4584 2.2480 0.227 0.231 -0.044 0.058
O -7.1592 2.3123 -4.1435 -0.529 1.449 -1.503 -0.615
H 5.3817 0.3043 -1.1995 -0.321 -0.966 0.162 0.033
C -1.4033 6.7064 3.9517 0.436 1.028 -0.832 -0.230
H -1.6243 -9.5063 6.5021 -0.155 0.712 0.531 0.045
O 0.1354 -6.7307 4.8102 0.040 -0.242 0.178 -0.586
H -9.8076 4.4333 -5.3249 -0.135 -0.212 -0.256 0.040
H 2.6783 0.3278 6.9961 0.303 -0.072 -0.286 0.049
O -2.0569 9.3144 3.2755 1.077 -1.716 -0.779 -0.574
H -1.8986 -7.5427 3.2923 0.126 -0.514 0.213 0.047
C -0.8133 -8.9661 6.0137 -0.440 -0.506 -1.802 -0.249
H 3.8624 -6.0273 -0.4025 0.006 -0.046 -0.087 0.091
H -0.9982 1.6105 -5.9987 -0.861 0.063 0.043 0.083
N 0.2304 2.9351 -6.8113 0.246 0.257 -0.148 -0.027
H 3.5732 3.4959 -0.7738 0.172 -1.107 0.255 0.054
H -2.4535 6.5612 3.6988 -0.016 0.045 0.499 0.050
H -9.9426 2.8637 -4.4430 -0.079 0.204 0.221 0.048
H -1.5731 7.1695 1.0895 -0.102 0.045 -0.033 0.048
H -3.2071 0.4602 1.1552 0.073 -0.310 -0.071 0.066
H 3.8882 -9.9101 1.8262 0.251 -0.461 0.095 0.077
H -2.8717 1.0582 -0.5007 0.088 0.237 0.232 0.049
H 3.1527 4.0651 -6.5502 0.038 -0.191 -0.147 0.082
H 2.1723 -5.9768 0.1292 -0.202 0.520 -1.073 0.090
H 3.9191 1.0022 -0.5089 -0.084 0.113 -0.236 0.049
O 5.2415 -7.7353 0.5418 0.370 -0.625 -0.431 0.043
H 3.0512 3.1003 4.0270 -0.061 0.019 0.585 0.050
H 0.1018 6.8491 1.4941 -0.032 -0.134 0.611 0.042
H 1.8102 1.7022 6.3455 0.036 0.029 -0.536 0.049
H -1.1350 6.8837 4.9932 -0.670 -0.017 0.020 0.036
S -1.0369 -0.1763 0.2736 0.563 1.337 2.661 0.823
C 4.1983 -8.9898 2.3212 -0.159 -0.492 -0.896 0.007
S -1.0779 -7.1613 5.5582 -0.147 0.000 -0.138 0.817
C -1.1774 -1.6750 1.3164 -0.159 0.728 -0.921 -0.255
H 2.6528 4.2367 -8.2399 -0.313 1.038 0.231 0.072
C -8.1419 1.8395 -6.5590 -1.618 1.313 0.773 -0.237
H 5.1918 -9.1398 2.7439 -0.163 0.226 -0.125 0.081
H 2.6003 2.7383 -7.6657 -0.242 -0.455 0.948 0.066
H 4.6355 3.0772 5.0380 -0.554 0.233 0.336 0.052
H -0.2543 8.2466 0.6239 -0.313 0.851 0.547 0.047
S 5.1494 2.1803 -2.3078 -1.146 1.573 2.341 0.840
O 6.2777 2.6946 -1.4315 -1.014 -0.932 -1.033 -0.580
H 3.4572 1.9403 6.9217 0.032 -0.160 0.203 0.045
S 3.5934 0.8559 4.8121 1.621 -1.997 0.707 0.844
O 4.8505 -0.0372 5.2008 -2.684 2.850 -0.885 -0.592
H -1.7698 -2.3738 0.7258 0.392 -0.432 0.111 0.044
H 0.3695 2.4541 -7.6885 -0.124 -0.452 0.429 0.133
H -0.7776 -9.4858 5.0562 0.156 0.080 -0.384 0.036
H 0.1523 -9.2133 6.4548 -0.101 0.848 0.364 0.050
N 3.0883 -7.5053 0.8034 -4.126 0.441 0.381 -0.017
C 1.0224 4.0242 -6.6971 0.976 0.106 0.281 -0.542
```
Forces are in eV/Å.

Values from the calculation:
Frontier orbital gap   0.3236 hartree
DFT total energy   -3816.05629 hartree
Spin multiplicity   1
HOMO energy   -0.31930 hartree
Energy above the lowest of the compared OMol25 structures with the same formula, charge and spin   78.41 kcal per mole


Entry 2:
This record from OMol25 describes C4H14N2O as an isolated structure at a distorted geometry. The level of theory is ωB97M-V/def2-TZVPD.

The geometry in XYZ format:
```
21
Properties=species:S:1:pos:R:3:forces:R:3:lowdin_charge:R:1
H -1.3820 0.9316 1.6793 -0.074 -0.018 -0.036 0.112
H -1.3952 -1.3509 2.6559 -0.102 -0.047 0.004 0.071
C 2.2517 0.7423 -1.0899 -0.590 -0.560 -0.195 -0.312
C -1.2558 -1.2208 1.5834 0.059 0.167 -0.105 -0.097
H -2.0372 1.2384 -0.5502 -0.029 -0.179 0.051 0.111
H 1.1156 -0.2577 0.0003 2.344 1.569 3.041 0.127
H 2.9338 0.6421 0.9802 -0.212 -0.612 0.246 0.038
H 2.1757 1.7299 -1.5628 0.050 -0.290 -0.037 0.095
H -1.7293 -2.0476 1.0558 -0.031 -0.023 0.082 0.067
H 1.3777 -0.7173 -2.3612 -0.061 0.046 -0.045 0.078
C -1.8493 0.1063 1.1333 -0.066 -0.152 -0.127 -0.271
C 2.0090 0.7077 0.4090 -1.667 -0.881 -0.820 -0.147
H 1.4774 1.5911 0.7609 -0.153 0.039 0.007 0.033
H 3.2059 0.2716 -1.3439 -0.171 0.134 -0.113 0.097
O -2.2007 -0.6207 -1.1064 0.373 0.066 0.124 -0.090
H 0.2874 0.3282 -1.7131 0.369 -0.139 0.200 0.058
N -1.5688 0.3760 -0.2805 -0.086 0.073 -0.098 -0.128
H -0.1850 -1.2479 1.3854 0.010 0.023 -0.021 0.050
H -1.4404 -1.1166 -1.4525 -0.318 0.127 0.150 0.075
H -2.9300 0.1209 1.3280 0.054 0.007 0.046 0.108
N 1.1396 -0.2067 -1.5109 0.301 0.651 -2.355 -0.075
```
Forces are in eV/Å.

Values from the calculation:
Frontier orbital gap   0.3573 hartree
DFT total energy   -345.40105 hartree
Spin multiplicity   1
HOMO energy   -0.32043 hartree
Energy above the lowest of the compared OMol25 structures with the same formula, charge and spin   109.90 kcal per mole